Record 1
Computed, not measured: a molecular structure, C2H14NO5 at a distorted geometry, with ωB97M-V/def2-TZVPD.

- net charge = 0
- relative energy (zero: lowest compared OMol25 entry of this formula, charge and spin) (kJ/mol) = 84.7
- HOMO level (alpha / beta) (eV) = -9.251 / -9.232
- lowest unoccupied orbital energy (alpha / beta) (eV) = 0.4 / -3.9
- multiplicity = 2
- gap between HOMO and LUMO (alpha / beta) (eV) = 9.607 / 5.287

The geometry in XYZ format:
```
22
Properties=species:S:1:pos:R:3:forces:R:3
C -2.0036 0.6099 1.0461 1.598 0.775 2.762
O -0.8593 0.8988 1.7471 -0.537 -0.373 -1.133
C -1.8163 1.3359 -0.4472 -0.631 -0.349 -1.415
N -1.9666 0.4566 -1.5218 0.557 -1.559 1.199
H -2.2101 -0.4563 0.9602 -0.072 0.061 -0.357
H -2.6748 1.2053 1.6702 -1.167 -0.358 -0.985
H -2.6479 2.0424 -0.4511 0.449 0.371 0.148
H -0.8010 1.6958 -0.4649 0.029 0.597 0.237
H -1.2050 -0.2550 -1.5811 0.133 0.586 -0.343
H -2.8241 -0.0792 -1.5193 -0.475 0.360 -0.302
H 2.4369 -1.9251 1.0131 -0.389 0.165 -0.548
H 2.8765 -1.7746 -0.4489 0.293 0.384 0.095
O 2.5168 -2.4056 0.1753 0.306 -0.963 -0.095
H 0.9075 -1.9785 -1.0374 0.771 -1.374 1.242
H 1.0290 -0.5936 -1.5715 -0.085 0.160 0.081
O 0.3982 -1.3318 -1.4820 -1.029 1.563 -1.321
H 2.1514 1.6919 -0.3643 0.201 0.076 -0.288
H 1.5667 0.2725 0.2040 1.617 0.350 -0.598
O 2.1374 0.7787 -0.6659 -1.124 -0.286 0.455
H 1.7719 -0.1174 2.0207 -0.028 0.239 -0.169
H -0.0310 0.3114 1.4634 1.010 -0.729 0.360
O 1.2476 -0.3822 1.2554 -1.426 0.305 0.974
```
Forces are in eV/Å.

Record 2
Computed, not measured: a molecular structure, C9H11BeBrN4O9P4 at a distorted geometry, with ωB97M-V/def2-TZVPD.

- net charge = +2
- HOMO level (eV) = -13.800
- lowest unoccupied orbital energy (eV) = -11.7
- gap between HOMO and LUMO (eV) = 2.059

The geometry in XYZ format:
```
39
Properties=species:S:1:pos:R:3:forces:R:3
N -3.5334 1.1682 2.4805 0.655 -0.199 0.324
P -1.9742 1.3692 2.8221 -0.996 0.041 -0.181
C -1.0334 0.5841 1.4317 0.129 0.552 0.518
C -1.2369 -0.7841 1.2846 -0.552 -0.395 0.221
Br -2.3807 -1.7712 2.4201 0.128 0.109 -0.044
C -0.5829 -1.4766 0.2861 0.045 -0.034 -0.049
C 0.2878 -0.7937 -0.5590 -0.242 -0.386 -0.097
C 0.4945 0.5727 -0.4508 0.467 0.047 -0.893
P 1.6691 1.4447 -1.5731 1.283 1.279 0.464
P 0.3983 1.7414 -3.2894 -1.104 -0.038 -0.118
O -0.4659 2.8845 -2.9837 0.055 0.309 0.920
O 1.2871 1.9367 -4.5893 -0.231 -0.845 0.322
O -0.5185 0.4198 -3.4843 0.808 0.337 -0.585
C -0.1831 1.2915 0.5508 0.473 -0.733 0.343
P -0.0998 3.0944 0.7916 -1.495 1.733 -0.771
N -1.5812 3.5659 0.9584 0.433 -0.573 -0.112
O 0.6372 3.8796 -0.3667 0.044 -0.707 0.345
O 0.7481 3.3124 2.1066 0.306 -0.354 -0.320
C 0.8938 -1.7960 -1.5172 -1.069 1.083 0.930
O 1.4751 -1.6485 -2.5232 0.745 -0.241 -0.652
N 0.5618 -3.1044 -0.9332 0.584 -0.773 1.120
C 1.6282 -3.5224 -0.1149 0.738 -1.133 -1.416
O 1.3995 -4.8297 0.4507 -0.210 0.076 0.881
N 1.5138 -4.6982 1.8486 -0.676 0.555 -0.592
O 0.7143 -5.2203 2.4881 0.538 -0.540 0.062
C -0.6255 -2.9373 -0.0731 0.036 1.942 -0.355
O -1.3878 -3.7858 0.1943 -0.227 -0.865 0.327
H -3.9423 0.6168 3.2367 -0.420 0.154 -0.114
H -1.6031 2.7083 2.9801 0.184 -0.158 -0.035
H -1.5544 0.7001 3.9852 0.274 -0.022 -0.156
H 2.7237 0.5621 -1.8815 -0.643 -0.624 -0.174
H 0.6976 1.8511 -5.3571 0.368 0.363 -0.359
H -0.2655 -0.0125 -4.3132 -0.236 -0.441 0.149
H -1.8049 4.2856 0.2781 -0.452 0.069 0.170
H 0.0914 3.8341 -1.1809 0.212 0.138 -0.398
H 0.5657 4.2325 2.3721 0.248 -0.040 0.334
H 1.7527 -2.8102 0.8207 0.089 0.464 -0.192
H 2.5725 -3.5341 -0.6606 0.024 0.165 -0.077
Be 2.6611 -3.3308 2.0641 -0.310 -0.316 0.258
```
Forces are in eV/Å.

Record 3
Computed, not measured: 6 unconnected molecules or ions with the total composition C4H21NO6S at a distorted geometry, with ωB97M-V/def2-TZVPD.

- net charge = 0
- relative energy (zero: lowest compared OMol25 entry of this formula, charge and spin) (kJ/mol) = 190.4
- HOMO level (eV) = -8.831
- lowest unoccupied orbital energy (eV) = 0.4
- gap between HOMO and LUMO (eV) = 9.184
- SMILES string = CN[C@H](CO)CS.O.O.O.O.O

The geometry in XYZ format:
```
33
Properties=species:S:1:pos:R:3:forces:R:3
C 0.1466 -0.9291 1.9707 -0.185 0.304 0.926
N 0.1201 -0.1198 0.7893 0.413 -1.129 -0.809
C -0.9559 0.8782 0.6901 0.546 -0.419 -0.390
C -0.5605 2.0163 1.6662 0.175 -0.984 1.844
O 0.6161 2.7828 1.2599 -1.505 -0.308 -0.174
C -2.4652 0.3913 0.6732 0.094 -1.053 1.306
S -3.4411 1.3341 -0.5462 -0.037 1.416 1.756
H -0.2078 -0.4070 2.8627 0.797 0.215 0.135
H -0.5740 -1.7100 1.9146 -0.582 -1.256 -0.192
H 1.1522 -1.3339 2.0151 0.029 -0.206 0.733
H 0.2210 -0.9073 0.0860 -0.764 2.170 -0.033
H -0.7221 1.3157 -0.2545 -0.604 0.296 -1.096
H -1.4774 2.6137 1.9416 1.168 -0.180 -0.360
H -0.1686 1.4809 2.5978 -0.870 1.061 -0.956
H 0.3223 3.5894 0.8122 0.030 -0.273 0.090
H -2.9770 0.2593 1.6832 0.553 1.612 -0.802
H -2.5842 -0.6876 0.5136 0.808 0.209 -1.147
H -3.6604 0.4851 -1.4887 0.090 -1.381 -0.911
O 3.4572 -0.6828 0.5604 -1.976 1.577 -0.972
H 2.8534 -0.3636 -0.1758 1.318 -1.308 0.239
H 3.0833 -0.0143 1.1612 0.707 -0.399 0.720
O 1.7250 1.3912 -1.2987 1.067 -0.542 -0.824
H 1.3787 2.1923 -1.6983 -0.240 0.068 0.856
H 1.5214 1.2376 -0.3760 -0.725 0.803 0.566
O 1.7912 -2.0936 -1.6548 1.033 0.159 2.340
H 1.2610 -2.1332 -2.4257 -0.460 -0.667 -1.415
H 2.1769 -2.9247 -1.3150 -0.636 0.544 -0.887
O 0.6865 -0.0776 -3.1931 0.862 0.789 -0.736
H 1.3171 0.6189 -3.5062 -0.923 -1.008 -0.171
H 0.9958 -0.0615 -2.2797 -0.235 -0.051 0.350
O -1.7608 -2.4431 -1.1057 -3.871 2.210 0.325
H -2.3636 -3.0013 -0.6040 1.035 -0.476 -0.204
H -0.9074 -2.6963 -1.2750 2.883 -1.792 -0.105
```
Forces are in eV/Å.

> Look up the net charge of the third one.

0